Run 1
Entry from OMol25: a cluster of 2 separate species, C3H7N4 in total (wB97M-V/def2-TZVPD).

Each line ends with the natural charge from an NBO analysis.
Positions of all 14 atoms, in Å:
C 0.262 1.773 -0.634  0.31
C -0.113 -0.447 -1.480  0.41
C 0.191 0.019 0.846  0.29
N 0.153 1.362 0.535  -0.38
N 0.191 0.839 -1.767  -0.57
N 0.009 -0.973 -0.287  -0.51
N -0.798 -0.385 1.811  -0.83
H 0.344 2.736 -0.878  0.21
H -0.450 -1.203 -2.169  0.25
H 1.575 -0.275 1.375  0.16
H -0.045 1.349 -2.587  0.45
H -0.365 -1.806 0.114  0.45
H -1.195 -1.295 1.672  0.37
H -0.517 -0.288 2.758  0.41

As for the total charge: +1. For the HOMO energy, the calculation gives -13.81 eV. As for the gap between HOMO and LUMO: 9.1 eV. The LUMO energy is -4.70 eV.

Run 2
Entry from OMol25: the ion C3H7N4 with charge +1 (wB97M-V/def2-TZVPD).

Each line ends with the natural charge from an NBO analysis.
Positions of all 14 atoms, in Å:
N -0.526 -1.114 1.119  -0.82
C -0.131 -0.076 0.268  0.32
N 0.627 1.058 1.181  -0.77
C 0.695 -0.352 -0.962  -0.26
C -0.140 -0.140 -1.992  -0.02
N -1.405 0.185 -1.551  -0.08
N -1.503 0.338 -0.353  -0.10
H -0.063 -1.975 1.054  0.42
H -1.587 -1.085 1.174  0.44
H -0.141 1.508 1.754  0.46
H 1.145 1.991 0.821  0.47
H 1.242 0.348 1.562  0.46
H 1.726 -0.586 -1.107  0.26
H 0.061 -0.098 -2.967  0.23

The SMILES is N[C@@]1([NH3+])C=CN=N1. As for the total charge: +1. For the HOMO energy, the calculation gives -14.20 eV. As for the gap between HOMO and LUMO: 9.4 eV. The LUMO energy is -4.84 eV.

What are the relative energies? In hartree: run 1 0.0000; run 2 0.0318.

Run 1
Entry from OMol25: the ion C3H7N4 with charge +1 (wB97M-V/def2-TZVPD).

Each line ends with the natural charge from an NBO analysis.
Positions of all 14 atoms, in Å:
C 2.094 -0.168 -0.060  0.21
C -1.120 0.335 0.847  0.37
C -1.372 -0.928 -1.088  -0.46
N 0.831 -0.407 -0.492  -0.11
N 2.588 -0.420 1.008  -0.59
N -0.385 -0.203 -0.238  -0.03
N -1.283 1.515 1.270  -0.63
H 2.718 0.219 -0.888  0.19
H -2.417 -0.597 -0.833  0.25
H -1.255 -0.652 -2.190  0.26
H -1.146 -2.027 -1.256  0.29
H 3.633 -0.600 1.067  0.40
H -1.875 1.591 2.038  0.44
H -1.011 2.342 0.815  0.41

As for the total charge: +1. For the HOMO energy (spin up / spin down), the calculation gives -14.02 / -14.02 eV. As for the gap between HOMO and LUMO (spin up / spin down): 8.2 / 8.2 eV. The LUMO energy (spin up / spin down) is -5.82 / -5.82 eV.

Run 2
Entry from OMol25: the ion C3H7N4 with charge +1 (wB97M-V/def2-TZVPD).

Each line ends with the natural charge from an NBO analysis.
Positions of all 14 atoms, in Å:
N -0.790 1.516 -1.777  -0.75
C -0.426 0.753 -0.759  0.62
N -1.066 0.750 0.388  -0.54
C -0.352 0.023 1.276  0.15
N 0.138 -1.468 1.049  -0.60
C 0.962 -0.314 0.693  0.06
N 0.776 0.115 -0.693  -0.60
H -1.544 2.140 -1.645  0.43
H -0.598 1.119 -2.667  0.41
H -0.513 0.253 2.279  0.25
H -0.232 -2.068 0.347  0.43
H 0.298 -2.067 1.857  0.45
H 2.012 -0.395 1.056  0.26
H 1.334 -0.357 -1.404  0.44

The SMILES is NC1=N[C@H]2[NH2+][C@H]2N1. As for the total charge: +1. For the HOMO energy, the calculation gives -13.80 eV. As for the gap between HOMO and LUMO: 10.4 eV. The LUMO energy is -3.39 eV.

Run 3
Entry from OMol25: the ion C3H7N4 with charge +1 (wB97M-V/def2-TZVPD).

Each line ends with the natural charge from an NBO analysis.
Positions of all 14 atoms, in Å:
N -1.568 0.132 0.660  -0.66
N -0.403 0.044 -0.553  -0.10
C 0.404 1.329 -0.473  -0.12
C 1.640 1.155 0.042  0.03
N 2.145 0.022 0.502  -0.43
C 1.496 -1.073 0.207  0.27
N 0.366 -1.099 -0.452  -0.41
H -2.402 -0.421 0.666  0.39
H -1.027 -0.056 1.494  0.37
H -0.950 0.177 -1.364  0.45
H -0.219 2.158 -0.817  0.27
H 2.156 2.108 0.160  0.25
H 2.097 -1.884 0.588  0.26
H 0.247 -1.701 -1.254  0.44

The SMILES is N[N@H+]1C=CN=CN1. As for the total charge: +1. For the HOMO energy, the calculation gives -14.06 eV. As for the gap between HOMO and LUMO: 9.7 eV. The LUMO energy is -4.38 eV.

Run 4
Entry from OMol25: the ion C3H7N4 with charge +1 (wB97M-V/def2-TZVPD).

Each line ends with the natural charge from an NBO analysis.
Positions of all 14 atoms, in Å:
N -0.582 1.596 -0.991  -0.69
C 0.402 0.467 -1.164  -0.25
C 0.131 -0.479 0.035  0.04
C 0.779 -1.745 0.447  -0.05
N 0.338 -2.042 1.622  -0.18
N -0.390 -0.996 2.028  -0.16
N -0.452 0.005 1.144  -0.29
H -0.169 2.369 -1.551  0.46
H -0.686 1.951 -0.035  0.47
H -1.583 1.444 -1.047  0.46
H 1.417 0.865 -1.179  0.25
H 0.272 -0.179 -2.083  0.27
H 1.402 -2.306 -0.223  0.24
H -0.880 -0.949 2.998  0.45

The SMILES is [NH3+]Cc1cn[nH]n1. As for the total charge: +1. For the HOMO energy, the calculation gives -13.99 eV. As for the gap between HOMO and LUMO: 10.2 eV. The LUMO energy is -3.75 eV.

What are the relative energies? In hartree: run 1 0.1768; run 2 0.0000; run 3 0.1301; run 4 0.0203.

Run 1
Entry from OMol25: a cluster of 2 separate species, C2H9N2O in total (wB97M-V/def2-TZVPD).

Each line ends with the natural charge from an NBO analysis.
Positions of all 14 atoms, in Å:
C -1.733 1.290 1.454  -0.20
O -0.549 0.784 0.983  -1.00
H -2.575 1.134 0.742  0.09
H -2.046 0.824 2.415  0.09
H -1.702 2.384 1.647  0.09
N 0.465 -1.594 0.051  -0.90
C 1.437 -1.004 -0.855  -0.03
N 0.913 0.136 -1.606  -0.91
H -0.037 -0.811 0.592  0.44
H -0.270 -2.013 -0.512  0.32
H 2.320 -0.722 -0.256  0.13
H 1.737 -1.767 -1.586  0.13
H 1.644 0.613 -2.117  0.33
H 0.394 0.747 -0.952  0.42

As for the total charge: -1. For the HOMO energy, the calculation gives -2.78 eV. As for the gap between HOMO and LUMO: 7.4 eV. The LUMO energy is 4.58 eV.

Run 2
Entry from OMol25: a cluster of 2 separate species, C2H9N2O in total (wB97M-V/def2-TZVPD).

Each line ends with the natural charge from an NBO analysis.
Positions of all 14 atoms, in Å:
C -0.979 1.370 1.239  -0.18
O 0.111 0.777 1.701  -0.92
H -1.078 2.413 1.511  0.11
H -1.234 1.224 0.131  0.06
H -1.857 0.883 1.924  0.06
N 0.637 -1.333 0.374  -0.94
C 0.415 -1.226 -1.099  -0.05
N 0.498 0.109 -1.726  -0.87
H 1.545 -1.353 0.639  0.32
H 0.302 -0.487 0.979  0.42
H 1.172 -1.940 -1.506  0.14
H -0.497 -1.624 -1.381  0.15
H -0.344 0.633 -1.417  0.35
H 1.309 0.554 -1.368  0.35

As for the total charge: -1. For the HOMO energy, the calculation gives -2.78 eV. As for the gap between HOMO and LUMO: 7.4 eV. The LUMO energy is 4.62 eV.

What are the relative energies? In hartree: run 1 0.0000; run 2 0.0309.

Run 1
Entry from OMol25: an isolated molecule of C12H17N3O (wB97M-V/def2-TZVPD).

Each line ends with the natural charge from an NBO analysis.
Positions of all 33 atoms, in Å:
C -3.492 -0.580 -1.515  -0.63
C -3.027 -0.583 -0.056  -0.04
C -3.198 -1.969 0.562  -0.61
N -1.641 -0.175 0.114  -0.67
C -1.324 1.218 -0.141  -0.24
C -0.231 1.660 0.865  0.09
O -0.605 1.246 2.154  -0.72
C 1.133 1.134 0.467  -0.10
C 2.067 1.978 -0.135  -0.15
C 3.319 1.530 -0.490  -0.29
C 3.697 0.204 -0.261  0.31
N 4.958 -0.232 -0.552  -0.81
C 2.752 -0.652 0.339  -0.28
C 3.080 -2.003 0.567  0.29
N 3.353 -3.107 0.730  -0.33
C 1.491 -0.180 0.702  -0.13
H -2.899 -1.282 -2.102  0.20
H -3.387 0.411 -1.952  0.21
H -4.537 -0.874 -1.579  0.21
H -3.638 0.130 0.512  0.19
H -2.605 -2.703 0.020  0.20
H -2.876 -1.964 1.599  0.22
H -4.243 -2.270 0.522  0.21
H -1.033 -0.785 -0.420  0.37
H -0.989 1.421 -1.168  0.19
H -2.220 1.814 0.056  0.20
H -0.189 2.755 0.886  0.18
H -1.039 0.385 2.033  0.48
H 1.804 3.011 -0.316  0.21
H 4.032 2.202 -0.946  0.21
H 5.539 0.338 -1.141  0.39
H 5.142 -1.220 -0.536  0.40
H 0.804 -0.859 1.183  0.23

The SMILES is CC(C)NC[C@@H](O)c1ccc(N)c(C#N)c1. For the HOMO energy, the calculation gives -8.30 eV. As for the gap between HOMO and LUMO: 8.9 eV. The LUMO energy is 0.63 eV.

Run 2
Entry from OMol25: a structure of composition C12H17N3O (wB97M-V/def2-TZVPD).

Each line ends with the natural charge from an NBO analysis.
Positions of all 33 atoms, in Å:
C -3.904 -0.892 -0.178  -0.39
N -2.475 -0.345 -0.132  -0.46
C -2.012 -0.283 1.225  -0.20
C -0.795 0.360 1.386  -0.49
C -0.118 0.350 -0.094  -0.01
N 0.048 -0.863 -0.461  -0.60
C 1.177 -1.573 -0.446  0.67
O 1.298 -2.586 -1.092  -0.56
C 2.458 -0.644 -0.389  -0.06
C 2.979 0.324 -1.123  -0.25
C 4.074 1.203 -0.785  0.06
N 4.781 0.772 0.131  -0.37
C 4.504 -0.502 0.890  -0.03
C 3.332 -0.941 0.822  -0.24
H 3.012 -1.860 1.302  0.21
H 5.062 -0.592 1.959  0.22
H 4.543 1.655 -1.361  0.17
H 2.324 0.615 -1.894  0.20
H -0.640 -1.183 -0.789  0.39
C -1.063 1.393 -0.771  -0.34
C -2.562 1.005 -0.755  -0.19
H -3.172 1.150 -1.457  0.19
H -2.984 1.861 0.071  0.12
H -0.931 2.461 -0.550  0.23
H -0.750 1.285 -2.157  0.15
H 0.901 1.053 0.188  0.24
H -1.024 1.211 1.797  0.21
H -0.166 0.037 2.090  0.22
H -2.116 -1.460 1.636  0.19
H -2.894 0.014 2.006  0.18
H -3.940 -1.802 0.069  0.18
H -4.750 -0.344 0.159  0.19
H -4.197 -0.878 -1.297  0.19

For the HOMO energy, the calculation gives -8.94 eV. As for the gap between HOMO and LUMO: 9.5 eV. The LUMO energy is 0.58 eV.

What are the relative energies? In hartree: run 1 0.0000; run 2 0.4685.

Run 1
Entry from OMol25: an isolated molecule of C8H12N2O2 (wB97M-V/def2-TZVPD).

Each line ends with the natural charge from an NBO analysis.
Positions of all 24 atoms, in Å:
O -5.988 -1.604 0.048  -0.49
C -4.786 -1.355 0.291  0.86
N -3.609 -0.925 0.824  -0.54
C -3.074 0.004 -0.339  -0.25
C -1.499 -0.165 -0.091  -0.42
C -0.683 0.837 -0.700  -0.40
C 0.849 0.465 -0.588  -0.41
C 1.550 0.510 0.857  -0.36
C 3.085 0.359 0.838  -0.23
N 3.575 -0.762 0.253  -0.53
C 4.398 -1.567 -0.062  0.87
O 5.357 -2.164 -0.439  -0.54
H -3.100 -0.251 -1.510  0.22
H -3.295 1.057 -0.216  0.20
H -1.098 -1.062 -0.682  0.19
H -1.226 -0.369 0.978  0.22
H -0.826 1.777 -0.067  0.19
H -1.116 1.371 -1.771  0.21
H 0.846 -0.495 -1.261  0.21
H 1.520 1.177 -1.186  0.20
H 1.112 -0.142 1.451  0.19
H 1.347 1.638 1.155  0.20
H 3.229 1.317 0.325  0.20
H 3.434 0.349 1.892  0.21

The SMILES is O=C=NCCCCCCN=C=O. For the HOMO energy, the calculation gives -10.27 eV. As for the gap between HOMO and LUMO: 10.8 eV. The LUMO energy is 0.48 eV.

Run 2
Entry from OMol25: an isolated molecule of C8H12N2O2 (wB97M-V/def2-TZVPD).

Each line ends with the natural charge from an NBO analysis.
Positions of all 24 atoms, in Å:
C -0.022 -1.215 0.087  0.29
C -0.491 1.024 0.817  0.35
C 1.834 0.257 -0.142  0.64
C 0.574 -0.034 0.772  -0.53
C -1.873 -0.354 -0.430  0.44
C -0.091 2.298 1.405  -0.67
C 2.949 -0.686 0.135  -0.76
C -1.925 -0.359 -1.979  -0.67
N -1.550 0.912 0.132  -0.46
N 0.377 -2.303 -0.316  -0.67
O 1.837 1.053 -1.014  -0.53
O -2.926 -0.921 0.210  -0.70
H 1.026 -0.263 1.703  0.25
H 0.900 2.704 1.127  0.24
H -0.129 2.177 2.485  0.23
H -0.781 3.059 1.039  0.24
H 3.487 -0.471 1.183  0.24
H 3.591 -0.673 -0.786  0.25
H 2.435 -1.695 0.420  0.27
H -2.130 -1.418 -2.254  0.22
H -0.951 0.172 -2.335  0.25
H -2.811 0.223 -2.373  0.23
H -0.326 -2.840 -0.987  0.37
H -3.002 -0.646 1.100  0.49

For the HOMO energy, the calculation gives -7.66 eV. As for the gap between HOMO and LUMO: 8.4 eV. The LUMO energy is 0.70 eV.

What are the relative energies? In hartree: run 1 0.0496; run 2 0.0000.

Run 1
Entry from OMol25: a cluster of 3 separate species, C3H12O3 in total (wB97M-V/def2-TZVPD).

Each line ends with the natural charge from an NBO analysis.
Positions of all 18 atoms, in Å:
C 1.447 -1.952 1.939  -0.26
O 1.983 -2.103 3.260  -0.72
H 0.497 -1.419 1.979  0.18
H 2.113 -1.522 1.191  0.18
H 1.123 -2.937 1.604  0.15
H 2.884 -2.423 3.179  0.46
C 0.738 -0.535 -1.976  -0.25
O 1.019 0.271 -0.823  -0.75
H 0.094 -1.329 -1.598  0.16
H 0.135 0.005 -2.706  0.15
H 1.626 -0.911 -2.485  0.19
H 0.221 0.639 -0.437  0.49
C -2.644 2.345 -0.369  -0.24
O -1.271 2.115 -0.422  -0.73
H -2.912 2.581 0.661  0.18
H -2.882 3.148 -1.066  0.16
H -3.188 1.465 -0.711  0.16
H -0.982 2.563 -1.220  0.47

The SMILES is CO.CO.CO. For the HOMO energy, the calculation gives -9.95 eV. As for the gap between HOMO and LUMO: 10.6 eV. The LUMO energy is 0.69 eV.

Run 2
Entry from OMol25: a structure of composition C3H12O3 (wB97M-V/def2-TZVPD).

Each line ends with the natural charge from an NBO analysis.
Positions of all 18 atoms, in Å:
C -0.363 -0.963 1.555  -0.24
O -0.782 -1.619 0.364  -0.78
H -0.278 0.091 1.290  0.14
H -1.168 -1.139 2.269  0.17
H 0.610 -1.333 1.877  0.16
H -0.792 -0.979 -0.351  0.44
C -1.195 -0.820 -1.951  -0.30
O -0.617 0.031 -0.999  -0.67
H -0.812 -1.830 -1.809  0.22
H -2.260 -0.940 -1.751  0.18
H -1.084 -0.550 -3.001  0.19
H -1.174 0.811 -1.053  0.49
C 1.481 1.268 0.750  -0.24
O 1.390 2.329 -0.181  -0.72
H 2.210 1.608 1.485  0.15
H 0.597 0.971 1.314  0.18
H 1.955 0.385 0.320  0.16
H 2.282 2.679 -0.127  0.47

For the HOMO energy, the calculation gives -9.25 eV. As for the gap between HOMO and LUMO: 9.9 eV. The LUMO energy is 0.69 eV.

What are the relative energies? In hartree: run 1 0.0000; run 2 0.0892.